Entry 1:
# C27H53Cl14N2O7S2

C27H53Cl14N2O7S2 as an isolated structure in a non-equilibrium geometry (ωB97M-V/def2-TZVPD, OMol25).

XYZ file:
```
105
Properties=species:S:1:pos:R:3:mulliken_charge:R:1
C -3.92 -1.71 6.46 -1.215
C -4.28 -2.11 5.05 -0.266
O -3.15 -2.06 4.16 -0.256
C -2.41 -3.18 4.18 0.297
O -1.88 -3.57 5.18 -0.603
C -2.28 -3.88 2.88 0.034
C -3.64 -4.27 2.38 -0.676
C -3.62 -5.02 1.05 -1.185
S -4.11 -4.09 -0.42 1.232
O -5.53 -4.22 -0.45 -0.733
O -3.43 -4.71 -1.50 -0.716
N -3.63 -2.59 -0.16 -0.301
S -3.99 -1.66 -1.41 1.197
O -4.62 -2.35 -2.48 -0.703
O -4.81 -0.58 -0.92 -0.851
C -2.57 -0.82 -2.12 -0.020
C -1.28 -1.60 -2.21 -1.275
C -0.48 -1.67 -0.93 0.057
C 0.70 -0.71 -0.90 -1.326
N 0.47 0.60 -0.29 0.599
C 0.05 0.51 1.09 -0.893
C -0.29 1.43 -1.07 0.732
C -1.23 2.41 -0.43 -1.245
O -0.20 1.42 -2.27 -0.644
H -4.74 -1.25 6.97 0.405
H -3.07 -1.06 6.41 0.292
H -3.58 -2.58 7.00 0.272
H -4.96 -1.38 4.67 0.392
H -4.73 -3.09 5.01 0.286
H -1.74 -4.78 3.09 0.362
H -1.75 -3.31 2.15 0.044
H -4.04 -4.91 3.15 0.485
H -4.27 -3.41 2.34 0.363
H -4.29 -5.85 1.15 0.456
H -2.62 -5.35 0.86 0.363
H -2.48 0.11 -1.60 -0.420
H -2.90 -0.59 -3.12 0.378
H -1.54 -2.59 -2.54 0.619
H -0.65 -1.19 -2.98 0.558
H -1.16 -1.57 -0.11 0.302
H -0.08 -2.66 -0.86 0.150
H 1.49 -1.17 -0.32 0.673
H 1.12 -0.58 -1.88 0.239
H 0.57 -0.27 1.61 0.470
H -1.00 0.30 1.17 0.505
H 0.22 1.44 1.61 -0.441
H -1.18 3.29 -1.03 0.395
H -0.96 2.68 0.57 0.326
H -2.23 2.01 -0.44 0.276
Cl 1.01 3.48 2.75 -0.260
C 2.32 4.57 2.24 -0.171
C 3.28 3.90 1.30 -0.207
Cl 4.21 2.64 2.14 -0.066
H 2.86 4.91 3.12 -0.073
H 1.85 5.43 1.76 0.399
H 4.00 4.64 0.93 0.057
H 2.78 3.45 0.45 0.252
Cl 6.75 0.79 3.36 -0.149
C 6.59 0.25 5.06 -0.504
C 5.16 0.23 5.54 -0.517
Cl 4.48 1.87 5.70 -0.144
H 7.20 0.90 5.67 0.297
H 7.01 -0.75 5.10 0.351
H 5.12 -0.23 6.52 0.345
H 4.53 -0.34 4.86 0.326
Cl -4.36 -1.14 -5.79 -0.229
C -5.99 -1.61 -5.26 -0.138
C -6.70 -2.46 -6.29 -0.278
Cl -7.11 -1.54 -7.77 -0.222
H -6.55 -0.71 -5.04 0.333
H -5.87 -2.18 -4.34 0.067
H -7.63 -2.83 -5.88 0.355
H -6.10 -3.31 -6.59 0.118
Cl -6.56 -5.52 -8.12 -0.194
C -5.32 -4.88 -9.22 -0.434
C -4.30 -5.92 -9.61 -0.410
Cl -3.27 -6.40 -8.24 -0.179
H -4.85 -4.03 -8.73 0.308
H -5.84 -4.52 -10.11 0.318
H -3.65 -5.52 -10.37 0.296
H -4.79 -6.82 -10.00 0.312
Cl 7.75 6.51 5.15 -0.184
C 6.21 6.23 6.02 -0.573
C 5.25 5.41 5.21 -0.263
Cl 4.64 6.30 3.78 -0.211
H 5.80 7.20 6.28 0.327
H 6.46 5.70 6.93 0.369
H 4.38 5.16 5.81 0.468
H 5.70 4.49 4.85 0.099
Cl 6.42 6.45 0.05 -0.203
C 7.48 6.42 1.49 0.286
C 8.45 5.28 1.46 -0.530
Cl 7.64 3.70 1.63 -0.092
H 6.84 6.37 2.37 -0.403
H 8.02 7.36 1.51 0.337
H 9.15 5.37 2.29 0.250
H 9.02 5.26 0.53 0.354
Cl 4.13 1.24 -6.26 -0.215
C 2.52 1.27 -5.47 -0.457
C 2.55 1.98 -4.14 -0.147
Cl 3.47 1.08 -2.91 -0.193
H 2.19 0.24 -5.35 0.279
H 1.85 1.78 -6.14 0.341
H 1.53 2.07 -3.76 0.014
H 2.99 2.97 -4.23 0.399
```

Results
Net charge ... -1
Total energy ... -8935.9256 hartree
Kohn-Sham gap ... 0.25985 Eh

---

Entry 2:
# C27H53ClN7

A 5-piece molecular cluster, C27H53ClN7 overall in a non-equilibrium geometry (ωB97M-V/def2-TZVPD, OMol25).

XYZ file:
```
88
Properties=species:S:1:pos:R:3:mulliken_charge:R:1
C 1.93 -3.30 -2.16 -1.478
C 1.24 -2.00 -1.98 0.055
C -0.22 -2.10 -2.39 -0.644
C -1.03 -0.75 -2.30 -0.667
N -2.51 -0.98 -2.49 0.423
C -3.06 -1.88 -1.35 -0.706
C -4.55 -1.48 -1.31 -0.662
C -4.55 0.07 -1.54 -0.765
C -3.22 0.40 -2.18 -0.287
C -2.82 -1.42 -3.92 -1.010
H 3.00 -3.21 -1.96 0.285
H 1.84 -3.76 -3.14 0.392
H 1.62 -4.05 -1.43 0.381
H 1.66 -1.18 -2.56 0.391
H 1.24 -1.62 -0.96 0.067
H -0.58 -2.83 -1.66 0.276
H -0.28 -2.50 -3.40 0.415
H -0.76 0.01 -3.04 0.572
H -0.83 -0.28 -1.34 -0.095
H -2.86 -2.93 -1.58 0.435
H -2.48 -1.71 -0.44 0.453
H -5.11 -2.00 -2.09 0.352
H -4.85 -1.77 -0.30 0.314
H -5.35 0.40 -2.19 0.348
H -4.79 0.67 -0.66 0.391
H -3.36 1.10 -3.00 0.528
H -2.60 0.84 -1.39 0.041
H -2.53 -2.47 -4.00 0.317
H -2.37 -0.69 -4.58 0.344
H -3.86 -1.19 -4.18 0.453
C -0.85 -0.57 5.62 -1.049
C -2.32 -0.32 5.72 -0.267
N -3.05 -1.38 5.08 0.249
C -3.09 -1.57 3.66 -0.414
C -3.91 -2.65 3.37 -0.393
N -4.39 -3.10 4.61 0.129
C -3.83 -2.35 5.65 -0.173
C -5.48 -4.08 4.73 -0.890
H -0.33 0.22 6.16 0.372
H -0.47 -0.62 4.60 0.193
H -0.56 -1.55 5.99 0.372
H -2.44 0.63 5.19 0.257
H -2.65 -0.32 6.76 0.301
H -2.54 -0.95 2.97 0.413
H -4.36 -3.12 2.50 0.441
H -4.01 -2.40 6.72 0.384
H -5.12 -5.07 5.01 0.326
H -5.99 -4.21 3.78 0.307
H -6.30 -3.65 5.31 0.379
C 7.02 -1.80 0.77 -1.098
C 5.64 -2.25 0.09 -0.746
N 4.56 -1.33 0.28 0.428
C 3.68 -1.47 1.32 -0.738
C 2.72 -0.48 1.26 -0.374
N 3.07 0.36 0.22 0.388
C 4.17 -0.19 -0.37 -0.329
C 2.45 1.62 -0.32 -1.060
H 7.30 -0.79 0.48 0.327
H 7.84 -2.46 0.47 0.380
H 6.84 -1.90 1.84 0.328
H 5.37 -3.26 0.39 0.423
H 5.78 -2.29 -0.99 0.409
H 3.84 -2.29 2.00 0.496
H 1.87 -0.23 1.88 0.579
H 4.67 0.21 -1.23 0.443
H 3.18 2.43 -0.33 0.538
H 1.65 1.97 0.33 0.159
H 1.92 1.40 -1.24 0.304
C 3.74 6.63 -2.60 -1.084
C 3.59 5.10 -2.32 -0.738
N 2.20 4.64 -2.22 0.422
C 1.39 4.16 -3.25 -0.607
C 0.14 3.85 -2.65 -0.401
N 0.22 4.14 -1.27 0.352
C 1.48 4.74 -1.04 -0.920
C -0.82 3.93 -0.30 -0.715
H 3.30 7.25 -1.83 0.302
H 3.29 6.97 -3.53 0.314
H 4.77 6.91 -2.81 0.397
H 4.14 4.66 -1.48 0.343
H 3.94 4.54 -3.18 0.378
H 1.68 4.00 -4.28 0.421
H -0.78 3.46 -3.07 0.503
H 1.87 5.26 -0.17 0.368
H -0.46 3.18 0.40 0.228
H -1.70 3.57 -0.83 0.175
H -1.00 4.87 0.20 0.330
Cl -0.82 0.54 1.45 -0.778
```

Results
Net charge ... +2
Total energy ... -1903.4371 hartree
Multiplicity ... 2
ΔE to the lowest compared entry with this formula, charge and spin ... 0.00 kJ/mol
<S²> ... 0.76
Kohn-Sham gap (spin up / spin down) ... 0.12640 / 0.27142 Eh